Below is C46H91N9O20 as an isolated structure in a non-equilibrium geometry, with properties calculated with ωB97M-V/def2-TZVPD.

```
166
Properties=species:S:1:pos:R:3
O -0.935 4.324 -0.445
C -2.046 4.336 0.088
N -2.841 5.342 -0.108
C -2.340 3.233 0.988
H -2.494 5.890 -0.881
H -3.757 5.388 0.315
H -1.428 2.835 1.433
H -2.694 2.392 0.393
H -3.069 3.462 1.766
O 0.930 2.117 2.761
C 0.238 3.134 2.739
N -0.799 3.252 3.502
C 0.560 4.339 1.908
H -0.915 2.435 4.084
H -1.327 4.112 3.552
H -0.166 4.587 1.134
H 1.506 4.110 1.417
H 0.827 5.150 2.585
O -1.817 -3.013 -4.712
C -1.783 -2.709 -3.569
N -2.503 -3.451 -2.683
C -1.052 -1.435 -3.080
H -2.385 -3.081 -1.751
H -3.146 -4.194 -2.920
H -1.178 -0.685 -3.861
H -0.001 -1.621 -2.857
H -1.529 -0.968 -2.217
O -0.268 1.545 -2.608
C -1.387 1.572 -2.931
N -1.796 0.853 -3.943
C -2.343 2.430 -2.154
H -1.170 0.221 -4.422
H -2.678 1.032 -4.400
H -1.791 2.795 -1.288
H -3.183 1.780 -1.910
H -2.669 3.237 -2.810
O 2.186 3.549 -3.098
C 1.329 3.965 -2.289
N 0.093 3.453 -2.317
C 1.653 4.958 -1.226
H -0.530 3.724 -1.570
H -0.066 2.635 -2.887
H 1.391 5.976 -1.515
H 2.707 4.952 -0.946
H 1.147 4.792 -0.275
O 4.012 -0.892 1.480
C 4.034 -1.513 0.416
N 3.159 -1.261 -0.550
C 5.055 -2.585 0.193
H 2.342 -0.744 -0.257
H 3.152 -1.884 -1.345
H 4.704 -3.577 0.479
H 5.873 -2.488 0.906
H 5.428 -2.681 -0.827
O -2.231 -2.012 -0.929
C -1.523 -2.798 -0.392
N -0.235 -2.876 -0.659
C -2.123 -3.821 0.622
H 0.367 -3.334 0.010
H 0.109 -2.265 -1.386
H -2.916 -3.466 1.281
H -1.403 -4.239 1.324
H -2.540 -4.621 0.011
O -1.601 2.245 4.912
C -1.514 1.085 4.600
N -2.506 0.267 5.009
C -0.354 0.442 3.787
H -2.408 -0.734 4.914
H -3.227 0.645 5.605
H -0.449 0.784 2.757
H -0.642 -0.597 3.627
H 0.628 0.642 4.216
C 2.417 -3.701 0.242
C 2.152 -3.520 1.747
N 0.749 -3.146 2.094
C 0.564 -3.318 3.522
C -0.868 -3.021 4.118
C 0.367 -1.874 1.506
C 0.939 -0.576 2.219
H 1.787 -4.524 -0.093
H 3.488 -3.821 0.080
H 2.138 -2.866 -0.401
H 2.404 -4.433 2.288
H 2.816 -2.754 2.147
H 0.738 -4.377 3.712
H 1.287 -2.787 4.141
H -0.950 -1.935 4.161
H -1.621 -3.416 3.437
H -0.903 -3.415 5.134
H -0.722 -1.893 1.495
H 0.529 -1.900 0.429
H 0.378 0.282 1.846
H 1.975 -0.399 1.932
H 0.895 -0.436 3.299
O 1.100 -0.835 -4.081
C 1.892 -0.127 -3.432
O 3.185 -0.520 -3.161
C 3.889 0.448 -2.420
C 2.716 1.154 -1.734
C 1.598 1.191 -2.719
H 4.492 0.959 -3.171
H 4.600 -0.046 -1.758
H 3.138 2.131 -1.496
H 2.430 0.776 -0.752
H 1.573 2.020 -3.426
H 0.681 1.169 -2.131
O 4.483 -3.892 -1.945
C 3.447 -3.482 -2.392
O 2.351 -3.328 -1.680
C 1.229 -2.850 -2.413
C 1.650 -3.099 -3.843
C 3.216 -3.250 -3.861
H 1.209 -1.780 -2.203
H 0.247 -3.254 -2.166
H 1.270 -2.196 -4.320
H 1.073 -3.868 -4.356
H 3.624 -2.254 -4.034
H 3.630 -4.052 -4.471
O -1.736 1.166 1.389
C -2.493 0.304 1.753
O -2.148 -1.033 1.685
C -3.214 -1.815 2.202
C -4.181 -0.935 2.934
C -3.866 0.447 2.351
H -2.769 -2.510 2.914
H -3.727 -2.384 1.426
H -4.062 -1.008 4.015
H -5.206 -1.233 2.715
H -3.789 1.008 3.282
H -4.509 0.839 1.562
O 3.345 4.855 1.951
C 3.383 3.635 1.769
O 3.721 2.753 2.785
C 3.755 1.436 2.336
C 3.822 1.527 0.768
C 3.161 2.908 0.491
H 2.906 0.825 2.644
H 4.645 0.985 2.774
H 3.289 0.733 0.245
H 4.851 1.554 0.407
H 2.087 2.720 0.484
H 3.452 3.391 -0.441
O 1.328 -1.259 -1.027
C 0.670 -0.307 -0.625
O 1.278 0.594 0.098
C 0.423 1.486 0.733
C -0.730 1.498 -0.234
C -0.763 0.103 -0.651
H 0.827 2.485 0.899
H 0.075 1.234 1.734
H -0.470 2.165 -1.055
H -1.668 1.777 0.246
H -1.322 -0.127 -1.558
H -1.238 -0.540 0.089
O -4.434 1.584 0.119
C -4.364 0.744 -0.758
O -5.342 0.584 -1.664
C -4.867 -0.300 -2.697
C -3.497 -0.789 -2.290
C -3.265 -0.316 -0.910
H -4.846 0.135 -3.696
H -5.502 -1.183 -2.771
H -2.792 -0.452 -3.051
H -3.457 -1.878 -2.298
H -2.263 0.077 -0.739
H -3.449 -1.143 -0.224
```

## Properties
LUMO ... -0.0055 hartree
Net charge ... 0